1.
12
Properties=species:S:1:pos:R:3:nbo_charge:R:1 method="wB97M-V/def2-TZVPD" spin_multiplicity=1 smiles="CC1=C(O)N1C=O" homo_lumo_gap_ev=8.9 molar_mass_g_mol=99.1 total_charge=0
C 1.162 -0.064 1.478 -0.66
C 0.575 -0.211 0.140 0.08
C 0.377 -0.363 -1.108 0.44
O 0.755 -0.478 -2.374 -0.64
N -0.874 -0.521 -0.391 -0.53
C -1.730 0.584 -0.196 0.52
O -1.489 1.502 0.552 -0.56
H 0.769 0.834 1.963 0.25
H 0.906 -0.932 2.095 0.23
H 2.251 0.010 1.413 0.24
H 0.010 -0.831 -2.881 0.50
H -2.712 0.470 -0.691 0.12

2.
12
Properties=species:S:1:pos:R:3:nbo_charge:R:1 method="wB97M-V/def2-TZVPD" spin_multiplicity=1 homo_lumo_gap_ev=9.5 molar_mass_g_mol=99.1 total_charge=0
O 1.468 0.100 0.560 -0.47
C 0.709 -0.993 0.265 0.04
C -0.163 -0.638 -0.863 0.01
C -0.888 -0.342 0.424 -0.27
N -0.612 1.060 0.768 -0.61
C 0.599 1.143 -0.005 0.43
O 0.314 0.610 -1.294 -0.48
H 0.879 -1.930 0.776 0.23
H -0.532 -1.291 -1.632 0.23
H -1.535 0.890 0.090 0.43
H -1.541 -0.904 1.061 0.25
H 1.137 2.090 -0.054 0.21

3.
12
Properties=species:S:1:pos:R:3:nbo_charge:R:1 method="wB97M-V/def2-TZVPD" spin_multiplicity=1 smiles=Nc1cc(O)co1 homo_lumo_gap_ev=8.5 molar_mass_g_mol=99.1 total_charge=0
N -2.251 -0.472 -0.286 -0.84
C -0.987 0.089 -0.065 0.45
C 0.171 -0.587 -0.263 -0.40
C 1.277 0.251 0.026 0.21
O 2.544 -0.196 0.196 -0.66
C 0.865 1.516 0.248 0.02
O -0.458 1.615 -0.054 -0.46
H -3.037 -0.373 0.343 0.40
H -2.300 -1.359 -0.792 0.39
H 0.302 -1.580 -0.678 0.22
H 2.481 -1.128 0.431 0.47
H 1.392 2.223 0.896 0.20

4.
13
Properties=species:S:1:pos:R:3:nbo_charge:R:1 method="wB97M-V/def2-TZVPD" spin_multiplicity=1 homo_lumo_gap_ev=8.3 molar_mass_g_mol=131.2 total_charge=0
N -2.220 -0.928 -0.084 -0.80
C -1.082 -0.276 0.488 0.09
C 0.092 0.043 -0.071 0.03
C 0.472 -0.014 -1.496 0.34
O -0.381 -0.427 -2.349 -0.57
O 0.946 1.187 0.458 -0.47
C 2.031 0.877 1.033 0.08
S 3.079 1.922 1.769 -0.10
H -2.300 -1.167 -1.113 0.45
H -2.860 -1.450 0.686 0.41
H -1.252 -0.047 1.471 0.21
H 1.365 0.504 -1.988 0.18
H 2.110 -0.224 1.195 0.16

5.
13
Properties=species:S:1:pos:R:3:nbo_charge:R:1 method="wB97M-V/def2-TZVPD" spin_multiplicity=1 smiles="C=COC(=O)C(N)=S" homo_lumo_gap_ev=8.3 molar_mass_g_mol=131.2 total_charge=0
C -2.758 -1.026 0.026 -0.43
C -1.880 0.028 -0.073 0.06
O -0.588 -0.313 0.205 -0.46
C 0.348 0.590 -0.059 0.76
O 0.275 1.769 -0.198 -0.56
C 1.778 -0.091 -0.071 -0.01
N 2.836 0.726 0.172 -0.75
S 2.010 -1.723 -0.117 -0.09
H -3.886 -0.990 -0.308 0.22
H -2.349 -2.109 0.261 0.22
H -2.277 1.110 -0.064 0.23
H 3.813 0.370 0.132 0.42
H 2.679 1.658 0.094 0.39

6.
13
Properties=species:S:1:pos:R:3:nbo_charge:R:1 method="wB97M-V/def2-TZVPD" spin_multiplicity=1 smiles="C=C(OC=O)C(N)=S" homo_lumo_gap_ev=7.9 molar_mass_g_mol=131.2 total_charge=0
C -0.516 1.450 -0.542 -0.41
C -0.224 0.140 -0.567 0.25
O -1.107 -0.958 -0.993 -0.49
C -1.752 -1.364 0.137 0.66
O -1.466 -1.160 1.251 -0.55
C 1.174 -0.303 -0.005 0.15
N 1.995 0.545 0.553 -0.80
S 1.495 -2.033 -0.407 -0.23
H -1.404 1.865 -0.960 0.22
H 0.266 2.163 -0.486 0.20
H -2.760 -1.804 -0.084 0.12
H 2.589 -0.153 1.180 0.45
H 1.711 1.612 0.924 0.43

7.
13
Properties=species:S:1:pos:R:3:nbo_charge:R:1 method="wB97M-V/def2-TZVPD" spin_multiplicity=1 homo_lumo_gap_ev=9.3 molar_mass_g_mol=131.2 total_charge=0
C -0.785 -0.927 -1.463 -0.29
C -0.490 -2.125 -1.901 -0.33
C 0.030 -0.598 -0.296 0.56
C 0.892 1.170 1.016 -0.27
N 1.038 -1.359 -0.039 -0.72
O -0.120 0.647 0.230 -0.48
O 0.182 -3.882 -0.275 -0.94
S 0.914 -2.844 -0.965 1.39
H -1.711 -0.366 -1.672 0.24
H -0.970 -2.796 -2.570 0.24
H 0.884 0.756 2.063 0.19
H 1.883 0.877 0.653 0.20
H 0.877 2.311 0.982 0.20

8.
13
Properties=species:S:1:pos:R:3:nbo_charge:R:1 method="wB97M-V/def2-TZVPD" spin_multiplicity=1 smiles=CSc1ncoc1O homo_lumo_gap_ev=9.4 molar_mass_g_mol=131.2 total_charge=0
C 2.265 -0.249 0.583 -0.74
S 1.444 0.300 -0.937 0.23
C -0.227 -0.089 -0.561 -0.23
N -0.791 -1.373 -0.550 -0.43
C -2.021 -1.176 -0.269 0.31
O -2.365 0.136 -0.075 -0.42
C -1.189 0.798 -0.269 0.55
O -1.246 2.123 -0.136 -0.64
H 2.074 -1.309 0.773 0.23
H 3.329 -0.085 0.461 0.23
H 1.925 0.342 1.445 0.22
H -2.844 -1.876 -0.137 0.20
H -0.352 2.458 -0.327 0.50

9.
13
Properties=species:S:1:pos:R:3:nbo_charge:R:1 method="wB97M-V/def2-TZVPD" spin_multiplicity=1 smiles="O=CN1C[C@H]1C(O)=S" homo_lumo_gap_ev=8.7 molar_mass_g_mol=131.2 total_charge=0
O -0.702 -0.312 -2.355 -0.57
C -1.206 0.154 -1.331 0.52
N -0.466 0.834 -0.478 -0.39
C -0.404 1.103 0.889 -0.19
C 0.831 0.553 0.196 -0.16
C 1.221 -0.788 0.338 0.25
O 0.094 -1.396 0.671 -0.69
S 2.561 -1.744 -0.040 -0.09
H -2.176 -0.015 -0.876 0.12
H -1.213 0.695 1.565 0.23
H -0.316 2.167 1.029 0.20
H 1.662 1.169 -0.027 0.24
H 0.113 -2.418 0.419 0.52

10.
13
Properties=species:S:1:pos:R:3:nbo_charge:R:1 method="wB97M-V/def2-TZVPD" spin_multiplicity=1 smiles="CC1=NSCC(=O)O1" homo_lumo_gap_ev=9.6 molar_mass_g_mol=131.2 total_charge=0
C 1.737 -0.808 1.818 -0.67
C 0.866 -0.411 0.748 0.52
N 0.959 -0.987 -0.345 -0.64
S 0.195 -0.430 -1.692 0.53
C -1.234 -0.182 -0.764 -0.73
C -1.070 0.842 0.250 0.77
O -1.872 1.732 0.600 -0.54
O 0.134 0.838 0.930 -0.50
H 2.600 -1.294 1.464 0.25
H 2.029 0.097 2.632 0.24
H 1.217 -1.498 2.568 0.24
H -1.953 0.231 -1.611 0.27
H -1.611 -0.939 -0.112 0.25

11.
16
Properties=species:S:1:pos:R:3:nbo_charge:R:1 method="wB97M-V/def2-TZVPD" spin_multiplicity=1 homo_lumo_gap_ev="7.6 / 5.7" molar_mass_g_mol=227.4 total_charge=0
C 0.534 1.093 0.894 -0.31
C -1.501 -0.050 -0.010 -0.34
C 0.624 -1.318 0.681 -0.70
C -0.206 -0.062 0.540 -0.07
N 0.819 0.050 -1.966 0.55
O 1.592 -0.822 -1.910 -0.27
O 0.546 1.006 -2.547 -0.24
S 2.133 1.025 1.216 0.07
S -2.433 1.245 -0.499 0.10
S -0.247 2.734 1.139 0.09
S -2.124 -1.694 -0.210 0.10
H 0.078 -2.188 0.097 0.23
H 0.697 -1.705 1.723 0.25
H 1.724 -1.162 0.444 0.29
H 0.979 3.165 1.080 0.13
H -3.214 -1.317 -0.673 0.12

12.
13
Properties=species:S:1:pos:R:3:nbo_charge:R:1 method="wB97M-V/def2-TZVPD" spin_multiplicity=1 smiles="O=C(O)C1=NCOC1" homo_lumo_gap_ev=10.1 molar_mass_g_mol=115.1 total_charge=0
O -2.039 -0.364 -1.548 -0.56
C -1.261 0.448 -1.115 0.74
O -1.373 1.760 -1.312 -0.65
C -0.169 0.091 -0.163 0.16
N 0.428 0.971 0.565 -0.35
C 1.445 0.363 1.275 0.06
O 1.509 -1.135 0.611 -0.56
C 0.209 -1.332 0.106 -0.14
H -2.138 1.938 -1.883 0.50
H 1.199 0.153 2.322 0.20
H 2.406 0.870 1.142 0.21
H -0.457 -1.837 0.817 0.19
H 0.241 -1.925 -0.816 0.21